(1)
ORCA calculation (ωB97M-V/def2-TZVPD) on one molecule with the formula C4H8ClN.

Kohn-Sham gap = 0.3553 Eh
SMILES = Cl[C@@H]1CCNC1

ORCA input file:
```
! RIJCOSX wB97M-V def2-TZVPD def2/J DEFGRID3
* xyz 0 1
H -0.785 -1.002 -1.702
H -0.189 -1.446 1.266
N -1.122 0.652 -0.532
H -0.167 2.008 0.795
H -1.899 -1.314 -0.411
C 1.053 0.213 0.469
H 0.900 -1.993 0.159
C 0.160 1.280 -0.033
Cl 2.660 -0.003 -0.469
C -0.955 -0.804 -0.574
H 1.444 0.422 1.499
H -1.879 1.095 0.061
H 0.523 1.987 -0.806
C 0.257 -1.095 0.279
*
```

=====

(2)
ORCA calculation (ωB97M-V/def2-TZVPD) on a 2-piece molecular cluster, C4H8ClN overall.

Kohn-Sham gap = 0.3500 Eh

ORCA input file:
```
! RIJCOSX wB97M-V def2-TZVPD def2/J DEFGRID3
* xyz 0 1
H 0.606 1.421 0.690
Cl -2.224 -0.159 -0.127
H -0.919 -2.406 0.861
H 1.349 -2.322 1.408
H -0.794 3.313 -1.464
H 0.611 1.537 -1.093
C 0.289 2.002 -0.260
C -0.563 -0.632 -0.237
N -0.353 -1.805 0.335
H 1.076 -3.252 -0.038
H 1.870 -1.651 -0.195
C -0.753 2.830 -0.466
C 1.089 -2.269 0.311
H -1.286 3.393 0.277
*
```

=====

(3)
ORCA calculation (ωB97M-V/def2-TZVPD) on one molecule with the formula C4H8ClN2P.

Kohn-Sham gap = 0.3083 Eh
SMILES = CC1=NN=[P@@](C)(Cl)C1

ORCA input file:
```
! RIJCOSX wB97M-V def2-TZVPD def2/J DEFGRID3
* xyz 0 1
H -1.108 -1.926 1.681
C -1.800 -1.676 0.926
H 2.463 0.935 -1.652
H -1.419 -2.485 0.310
H -0.079 -0.023 -1.790
H -2.741 -1.840 1.403
H 3.130 0.593 -0.107
H 0.536 -1.287 -0.630
C 2.340 1.276 -0.562
H 2.494 2.295 -0.268
Cl -2.936 0.425 -0.983
C 0.120 -0.167 -0.678
N -0.888 1.243 1.239
C 0.959 0.969 -0.057
P -1.438 0.005 0.313
N 0.367 1.665 0.854
*
```

=====

(4)
ORCA calculation (ωB97M-V/def2-TZVPD) on a 2-piece molecular cluster, C4H8ClNS overall.

Kohn-Sham gap = 0.3504 Eh
SMILES = CC(C)S.N#CCl

ORCA input file:
```
! RIJCOSX wB97M-V def2-TZVPD def2/J DEFGRID3
* xyz 0 1
H 1.002 1.376 0.032
H 2.019 -0.446 1.424
H 0.897 -1.697 0.820
H -0.692 1.130 -1.435
H -1.169 0.964 0.239
H 0.393 -0.378 1.906
H 2.275 -1.276 -0.835
S 1.962 0.006 -1.481
C 0.797 0.385 -0.152
H -1.344 -0.461 -0.625
Cl 5.069 0.893 -0.057
N 4.125 -1.281 1.355
C -0.649 0.403 -0.517
C 1.015 -0.550 1.026
C 4.493 -0.325 0.805
*
```

=====

(5)
ORCA calculation (ωB97M-V/def2-TZVPD) on a 2-piece molecular cluster, C4H8ClNSi overall.

Kohn-Sham gap (spin up / spin down) = 0.2655 / 0.2655 Eh
SMILES = C=C[Si](Cl)=C=N.C

ORCA input file:
```
! RIJCOSX wB97M-V def2-TZVPD def2/J DEFGRID3
* xyz 0 1
H 0.784 -2.180 1.679
H -0.172 1.918 0.127
N 0.190 1.073 -3.910
H 1.183 -0.809 2.817
H -2.571 0.316 1.035
H 2.426 -1.940 1.929
C 1.551 -1.405 1.833
Si -1.116 0.150 -1.575
H 1.751 -0.740 0.974
C -1.746 1.007 1.130
Cl -1.139 -1.849 -1.332
H -1.514 1.516 2.086
C -0.922 1.086 0.064
H 1.197 1.408 -4.029
C 0.097 0.447 -2.829
*
```

=====

(6)
ORCA calculation (ωB97M-V/def2-TZVPD) on C4H8CsO2S as an isolated structure.

Kohn-Sham gap (spin up / spin down) = 0.4809 / 0.2373 Eh

ORCA input file:
```
! RIJCOSX wB97M-V def2-TZVPD def2/J DEFGRID3
* xyz 2 2
H 0.108 1.202 1.919
S 1.111 -0.774 -0.365
C -0.575 1.325 -0.256
C 0.622 0.888 -1.103
O 2.465 -0.686 0.230
H 0.481 0.704 -2.168
H 0.229 -1.401 1.813
C -0.161 -0.791 0.998
H -1.568 1.138 -0.664
Cs -1.290 -4.010 -1.211
C -0.481 0.704 1.148
O 0.851 -1.916 -1.297
H -0.734 2.403 -0.239
H -1.448 0.866 1.624
H 1.429 1.612 -0.989
H -1.039 -1.265 0.560
*
```

=====

(7)
ORCA calculation (ωB97M-V/def2-TZVPD) on one molecule with the formula C4H8F2.

Kohn-Sham gap = 0.4364 Eh
SMILES = C[C@H](F)[C@H](C)F

ORCA input file:
```
! RIJCOSX wB97M-V def2-TZVPD def2/J DEFGRID3
* xyz 0 1
H -2.662 1.020 -0.253
C 1.550 1.179 -0.087
C -1.638 1.137 0.088
F -1.330 -1.286 0.073
H 2.419 1.227 0.479
H 0.930 2.057 -0.042
C -0.785 -0.092 -0.373
H -0.708 -0.167 -1.461
H 0.573 -0.148 1.455
H -1.256 2.136 -0.282
F 1.471 -1.126 -0.050
H -1.645 1.240 1.217
C 0.744 0.006 0.337
H 1.859 0.954 -1.106
*
```

=====

(8)
ORCA calculation (ωB97M-V/def2-TZVPD) on one molecule with the formula C4H8F2N2.

Kohn-Sham gap = 0.3144 Eh

ORCA input file:
```
! RIJCOSX wB97M-V def2-TZVPD def2/J DEFGRID3
* xyz 0 1
H -2.641 -0.862 -0.122
C -1.845 -0.213 -0.627
N -0.999 0.417 0.293
H 1.468 -0.149 -1.436
F 0.389 1.959 -1.627
H -1.287 -0.891 -1.229
C -0.219 -0.551 1.027
C 0.778 1.411 -0.501
H -0.271 -0.370 2.091
H -2.294 0.442 -1.264
H 1.651 -1.545 0.588
H 1.898 -0.152 1.484
C 1.348 -0.575 0.704
N 1.551 0.283 -0.521
F 0.983 2.384 0.357
H -0.509 -1.587 0.785
*
```